[1]
18
Properties=species:S:1:pos:R:3:nbo_charge:R:1 method="wB97M-V/def2-TZVPD" smiles="CC(N)=O.O.O.O" multiplicity=1 total_energy_ev=-11932.36315
C 0.6046 0.4582 1.9771 -0.73
C 0.9791 -0.2333 0.7651 0.66
N 1.5935 0.5674 -0.2027 -0.84
O 0.8296 -1.5209 0.6935 -0.69
H -0.0708 -0.2581 2.6666 0.24
H -0.2347 1.1802 1.6973 0.24
H 1.4074 0.9617 2.5999 0.25
H 1.7406 1.5682 -0.0968 0.40
H 1.6215 0.1197 -1.1676 0.44
O -1.7629 3.0535 -0.5176 -0.95
H -2.2979 2.4950 0.1242 0.48
H -2.3860 3.5969 -1.0456 0.48
O 1.3122 -1.3252 -2.2746 -0.95
H 1.1463 -1.9894 -1.5501 0.50
H 0.4195 -1.0010 -2.3288 0.47
O -1.5450 -2.2693 -0.7361 -0.96
H -1.0458 -2.4413 0.0736 0.49
H -2.3110 -2.9624 -0.6772 0.47

[2]
24
Properties=species:S:1:pos:R:3:nbo_charge:R:1 method="wB97M-V/def2-TZVPD" multiplicity=1 total_energy_ev=-67940.33020
N 2.9761 -0.0454 1.8616 -1.30
Si 1.8440 -0.3081 0.6127 1.58
S 2.7143 0.5754 -1.1564 -0.44
O 0.3245 0.2706 0.9757 -1.23
Si -0.6479 0.6611 -0.3071 1.40
C -2.4810 0.6900 0.1834 -0.97
C -3.1419 -0.6381 0.0922 0.78
O -3.4707 -1.2034 1.0562 -0.58
O -3.3734 -1.1463 -1.1101 -0.68
P -0.1479 2.8061 -0.8536 0.36
S 0.8896 3.5728 0.6184 -0.59
P 1.7460 -2.5252 0.1727 1.05
O 2.1051 -3.3509 1.3538 -1.10
H 3.5104 -0.8736 2.0940 0.42
H 2.5766 0.3934 2.6811 0.42
H 1.9471 0.1385 -2.1746 0.15
H -0.4337 -0.2406 -1.4577 -0.19
H -2.5670 1.1314 1.1662 0.28
H -2.9382 1.3741 -0.5332 0.26
H -3.8230 -1.9839 -0.9199 0.50
H -1.3517 3.5416 -0.9680 0.01
H 0.5234 2.7568 -2.0986 0.00
H 0.5067 -2.8587 -0.4400 -0.07
H 2.7127 -2.7376 -0.8488 -0.07

[3]
17
Properties=species:S:1:pos:R:3:nbo_charge:R:1 method="wB97M-V/def2-TZVPD" charge=-1 multiplicity=1 total_energy_ev=-19231.81952
C 1.7299 0.5552 -0.9532 -0.64
C 0.5885 -0.2875 -1.5130 -0.51
S -1.1049 0.4079 -1.1936 -0.72
H 2.4531 0.8360 -1.7118 0.19
H 1.3333 1.4675 -0.5164 0.21
H 2.2078 0.0587 -0.1136 0.20
H 0.6088 -0.3378 -2.6013 0.19
H 0.6080 -1.3040 -1.1268 0.18
H -0.6408 0.6736 1.1062 0.50
H -0.8112 2.0943 1.6385 0.47
O -0.6608 1.1939 1.9466 -1.02
H 1.9281 0.3813 3.6500 0.46
H 1.3982 0.7288 2.2860 0.50
O 2.2259 0.5210 2.7468 -0.97
H -1.1656 -2.9872 0.2531 0.45
H -1.4736 -1.8958 -0.8115 0.50
O -1.7136 -2.8096 -0.5142 -0.99

ΔE to the lowest compared entry with this formula, charge and spin readings, ordered: 32.2; 15.4; 11.0 kcal per mole
F_max readings, ordered: 5.0; 4.2; 1.1 eV/A